Entry 1:
{"formula": "C5H12FO2Zn", "method": "ωB97M-V/def2-TZVPD", "total_charge": 1, "lumo_energy_ev": -2.78, "homo_energy_ev": -11.963, "energy_ev": -60600.397, "symbols": ["F", "C", "O", "C", "C", "H", "H", "H", "H", "H", "H", "H", "Zn", "C", "O", "C", "H", "H", "H", "H", "H"], "coordinates": [[0.413, 2.038, -0.276], [-0.411, -1.419, 2.459], [-0.279, -0.486, 1.347], [-0.218, 0.916, 1.759], [0.813, 1.711, 1.015], [-0.502, -2.419, 2.031], [0.511, -1.332, 3.040], [-1.309, -1.165, 3.033], [0.059, 0.891, 2.818], [-1.225, 1.344, 1.659], [1.774, 1.190, 0.936], [0.998, 2.640, 1.568], [3.255, -1.017, 1.254], [-0.356, -1.951, -1.655], [-0.967, -1.984, -0.367], [-1.257, -0.794, 0.167], [-0.271, -2.989, -1.990], [-0.982, -1.382, -2.358], [0.641, -1.489, -1.599], [-2.246, -0.822, 0.639], [-1.147, 0.074, -0.493]], "forces_ev_per_a": [[-0.223, -0.276, 0.316], [-0.086, -0.415, 0.231], [0.115, -0.252, -0.706], [-0.227, 0.513, 0.378], [0.552, 0.305, -0.300], [0.089, 0.230, 0.013], [-0.279, -0.043, -0.068], [0.239, 0.001, -0.056], [-0.092, 0.056, -0.211], [0.206, -0.087, 0.030], [-0.293, -0.060, 0.076], [-0.221, -0.092, -0.088], [0.161, -0.155, 0.011], [0.626, 0.103, -0.733], [-0.275, 0.370, 0.605], [-0.672, -0.014, -0.168], [-0.023, 0.308, 0.120], [0.137, -0.227, 0.203], [-0.227, -0.181, -0.013], [0.274, 0.071, 0.193], [0.218, -0.155, 0.164]], "nbo_charge": [-0.352, -0.269, -0.371, -0.120, 0.002, 0.247, 0.233, 0.213, 0.240, 0.230, 0.196, 0.209, 0.025, -0.265, -0.493, 0.250, 0.229, 0.197, 0.191, 0.196, 0.213]}

---

Entry 2:
{"formula": "C41H48FN9O7Yb", "method": "ωB97M-V/def2-TZVPD", "total_charge": -1, "lumo_energy_ev": [2.12, 2.12], "relative_energy_ev": 2.672, "homo_energy_ev": [-2.298, -2.261], "spin_multiplicity": 2, "energy_ev": -105284.400, "s2": 0.78, "symbols": ["Yb", "C", "N", "C", "C", "C", "N", "C", "C", "C", "C", "C", "C", "C", "O", "C", "C", "C", "N", "C", "C", "C", "C", "C", "C", "C", "O", "H", "H", "H", "H", "H", "H", "H", "H", "H", "H", "H", "H", "H", "H", "H", "H", "H", "H", "H", "H", "H", "H", "H", "H", "H", "C", "C", "C", "C", "C", "C", "C", "F", "C", "C", "C", "O", "C", "C", "N", "C", "C", "O", "O", "H", "H", "H", "H", "H", "H", "H", "H", "H", "H", "H", "O", "N", "O", "C", "N", "C", "N", "C", "N", "C", "N", "C", "C", "H", "H", "H", "H", "H", "H", "H", "H", "H", "H", "H", "H"], "coordinates": [[-0.056, -0.328, 1.275], [-0.238, -4.453, 3.893], [-0.664, -3.084, 4.249], [0.171, -2.352, 5.203], [0.449, -0.865, 4.973], [1.737, -0.533, 4.170], [1.700, -1.024, 2.808], [2.680, -1.807, 2.478], [2.855, -2.492, 1.222], [4.176, -2.860, 0.827], [4.369, -3.533, -0.360], [3.317, -3.914, -1.192], [2.020, -3.634, -0.811], [1.758, -2.881, 0.385], [0.577, -2.550, 0.693], [-1.890, -2.583, 3.656], [-2.920, -1.971, 4.621], [-3.437, -0.597, 4.141], [-2.345, 0.200, 3.569], [-2.866, 1.277, 3.034], [-2.293, 2.390, 2.289], [-2.917, 3.934, 0.644], [-1.734, 4.819, 0.324], [-0.483, 4.863, 1.159], [-0.201, 3.925, 2.036], [-0.849, 2.587, 1.858], [-0.036, 1.598, 2.193], [-0.731, -5.194, 4.565], [0.866, -4.560, 3.895], [-0.664, -4.669, 2.885], [1.165, -2.817, 5.199], [-0.256, -2.533, 6.212], [0.529, -0.419, 5.978], [-0.449, -0.372, 4.565], [2.605, -0.922, 4.699], [1.732, 0.560, 4.181], [3.505, -1.899, 3.210], [5.037, -2.579, 1.399], [5.371, -3.787, -0.698], [3.540, -4.464, -2.118], [1.226, -3.868, -1.521], [-2.355, -3.478, 3.164], [-1.742, -1.870, 2.795], [-2.469, -1.859, 5.603], [-3.779, -2.661, 4.740], [-3.868, -0.101, 5.009], [-4.247, -0.767, 3.359], [-3.940, 1.419, 3.323], [-3.798, 4.430, 0.210], [-2.083, 5.695, -0.261], [0.035, 5.791, 1.020], [0.382, 4.110, 2.965], [-5.551, -0.562, -4.194], [-4.163, -0.766, -4.726], [-3.851, 0.185, -5.919], [-2.485, -0.045, -6.520], [-1.417, -0.294, -5.496], [-0.044, -0.201, -5.826], [0.921, -0.362, -4.843], [2.217, -0.238, -5.210], [0.607, -0.665, -3.523], [-0.743, -0.547, -3.136], [-1.040, -0.430, -1.727], [-0.062, -0.058, -0.984], [-2.409, -0.832, -1.423], [-3.365, -0.921, -2.420], [-3.060, -0.716, -3.736], [-1.757, -0.534, -4.143], [-2.918, -1.253, -0.055], [-3.993, -1.855, 0.008], [-2.184, -0.977, 0.946], [-6.216, -0.382, -5.040], [-5.547, 0.298, -3.541], [-5.895, -1.448, -3.664], [-4.120, -1.776, -5.164], [-3.983, 1.227, -5.601], [-4.626, 0.037, -6.651], [-2.170, 0.825, -7.157], [-2.506, -0.877, -7.288], [0.281, -0.016, -6.831], [1.395, -0.889, -2.802], [-4.388, -1.134, -2.166], [-3.239, 3.256, 1.806], [-1.959, 3.552, -0.326], [-1.032, 2.562, 0.220], [3.988, 0.505, -0.746], [5.002, 1.499, -1.193], [4.346, 2.309, -2.321], [3.100, 3.016, -1.917], [2.148, 1.934, -1.434], [2.671, 1.119, -0.274], [2.951, 2.132, 0.806], [3.969, 3.155, 0.392], [5.186, 2.449, -0.071], [3.400, 3.911, -0.761], [4.392, -0.033, 0.112], [3.800, -0.189, -1.569], [4.139, 1.655, -3.144], [5.088, 3.025, -2.642], [2.008, 1.208, -2.253], [1.196, 2.433, -1.167], [3.277, 1.607, 1.718], [2.025, 2.651, 1.035], [5.620, 1.880, 0.757], [5.924, 3.214, -0.353], [4.109, 4.644, -1.118], [2.475, 4.393, -0.438]], "forces_ev_per_a": [[0.080, -1.603, -0.366], [-1.267, 0.792, -0.219], [1.281, -0.377, -0.297], [-0.432, -0.740, -0.167], [-0.620, -0.010, 0.242], [-1.449, 0.389, 0.436], [1.007, -1.006, 0.235], [-0.550, 1.046, 0.264], [1.443, -0.703, -0.450], [-1.497, -0.123, -0.570], [1.250, -0.178, -0.153], [-0.713, -0.095, 0.267], [0.793, 0.086, -0.683], [-0.460, 0.216, 0.012], [-0.605, 0.119, -0.107], [-0.219, -0.520, -1.296], [-0.243, -0.074, -0.198], [-0.092, -1.441, -0.580], [-0.687, 1.346, -0.701], [0.027, 1.042, 0.596], [0.270, -1.535, 0.802], [-0.945, 1.698, 0.353], [0.805, 0.647, 0.791], [-1.672, 1.698, -0.719], [-0.213, 0.132, 1.362], [-0.036, -1.268, 0.025], [-0.862, 2.374, 0.103], [0.598, 0.056, -0.060], [-0.678, 0.036, -0.028], [0.746, 0.076, 0.510], [-0.157, -0.347, 0.084], [0.328, 0.422, 0.008], [0.354, 0.014, -0.220], [0.523, -0.132, -0.295], [0.284, 0.001, 0.213], [0.430, 0.076, -0.284], [-0.126, -0.206, -0.251], [0.275, 0.150, 0.471], [0.029, 0.123, 0.239], [-0.205, 0.331, 0.382], [-0.175, 0.050, 0.559], [0.290, 0.799, 0.364], [0.035, -0.747, 1.019], [0.123, 0.053, 0.229], [0.376, 0.397, 0.052], [-0.213, 0.324, -0.008], [0.942, 0.280, 0.856], [0.490, 0.367, -1.009], [0.012, -0.899, 0.340], [0.964, -0.466, 0.317], [0.376, 0.446, 0.636], [0.235, -0.507, -1.189], [0.120, -0.069, 0.107], [1.347, -0.459, -1.727], [-0.301, 0.151, 1.046], [0.633, -0.203, -1.781], [1.241, -0.052, 0.315], [-1.336, -0.009, 0.795], [-0.361, -0.686, 0.679], [0.035, -0.220, 0.000], [0.119, 0.970, -0.842], [0.347, -0.554, -1.530], [1.002, -0.001, 1.090], [-2.643, -0.983, -1.517], [-0.410, 0.032, 0.111], [2.170, 0.491, -0.155], [-1.715, 0.449, 0.430], [0.893, 0.301, 0.334], [0.239, -0.006, 1.119], [-0.274, 0.083, -0.433], [-0.398, 0.154, -0.883], [-0.019, -0.006, 0.108], [-0.340, 0.300, 0.281], [-0.139, 0.159, 0.131], [0.004, 0.049, 0.058], [0.253, -0.065, 0.205], [-0.304, -0.214, -0.429], [-0.350, -0.524, 0.689], [-0.116, 0.509, 0.966], [-0.022, 0.176, -0.368], [-0.375, 0.323, -0.055], [0.056, -0.193, 0.157], [0.556, 0.092, -0.303], [0.980, -3.006, -0.877], [-0.974, 0.486, 0.097], [-0.588, 0.834, 0.711], [-1.860, 1.098, -0.419], [0.201, 0.067, 1.698], [0.185, -1.342, 0.848], [0.383, -0.038, -0.004], [0.991, 1.558, -0.805], [0.670, -0.397, -0.633], [-0.389, -0.651, -0.558], [0.147, 0.122, 0.032], [-0.004, -1.529, -0.105], [0.044, -0.163, -0.102], [-0.163, 0.014, 0.151], [-0.253, -0.495, -0.392], [0.223, 0.416, -0.105], [-0.160, 0.588, 0.214], [0.402, -0.524, -0.002], [0.107, 0.161, -0.318], [-0.136, -0.066, 0.008], [-0.174, 0.070, 0.105], [-0.139, -0.155, -0.128], [0.309, 0.357, 0.109], [0.038, -0.007, -0.042]], "mulliken_spin": [0.015, 0.000, 0.000, 0.000, -0.028, 0.001, -0.005, -0.008, 0.008, -0.002, 0.001, -0.001, 0.000, 0.003, 0.000, 0.013, 0.012, -0.062, 0.406, -0.059, 0.488, 0.010, 0.018, 0.003, 0.018, -0.020, 0.012, 0.000, 0.000, 0.000, 0.000, 0.000, -0.002, 0.004, 0.001, 0.000, 0.001, 0.000, 0.000, 0.000, 0.000, 0.000, -0.007, 0.001, -0.001, 0.009, 0.016, 0.016, 0.000, -0.001, 0.002, 0.000, 0.000, 0.001, 0.000, 0.000, -0.004, -0.002, 0.002, 0.000, 0.004, 0.004, -0.008, 0.010, -0.003, 0.008, -0.001, 0.001, -0.010, -0.002, 0.004, 0.000, 0.000, 0.000, 0.000, 0.000, 0.000, 0.000, 0.000, 0.000, -0.001, 0.002, 0.071, 0.009, 0.056, 0.000, 0.000, 0.000, 0.000, -0.003, 0.001, -0.001, 0.000, 0.000, 0.000, 0.000, 0.000, 0.000, 0.000, 0.001, 0.000, 0.000, 0.000, 0.000, 0.000, 0.000, 0.000]}

---

Entry 3:
{"formula": "C35H31N3P2STa", "method": "ωB97M-V/def2-TZVPD", "total_charge": 3, "lumo_energy_ev": [-11.22, -11.22], "homo_energy_ev": [-16.204, -16.203], "energy_ev": -72204.932, "symbols": ["Ta", "C", "P", "C", "C", "C", "C", "C", "C", "C", "C", "C", "C", "C", "C", "C", "C", "C", "C", "C", "P", "C", "C", "C", "C", "C", "C", "C", "C", "C", "C", "C", "C", "N", "H", "H", "H", "H", "H", "H", "H", "H", "H", "H", "H", "H", "H", "H", "H", "H", "H", "H", "H", "H", "H", "H", "H", "H", "H", "H", "C", "C", "C", "C", "N", "C", "S", "N", "H", "H", "H", "H", "H"], "coordinates": [[-0.543, 0.519, 0.385], [1.708, 2.241, 2.009], [1.453, 0.334, 1.942], [2.997, -0.401, 1.525], [4.114, -0.122, 2.334], [5.311, -0.850, 2.229], [5.457, -1.784, 1.241], [4.319, -1.994, 0.375], [3.119, -1.331, 0.532], [1.048, 0.003, 3.718], [1.608, -1.120, 4.422], [1.157, -1.456, 5.696], [0.024, -0.801, 6.253], [-0.650, 0.105, 5.505], [-0.220, 0.443, 4.210], [1.482, 2.710, 0.614], [2.191, 3.532, -0.261], [1.360, 3.689, -1.426], [0.211, 2.956, -1.192], [-0.913, 2.634, -2.054], [-0.911, 0.663, -2.117], [0.203, 0.290, -3.514], [-0.234, 0.820, -4.724], [0.642, 0.861, -5.814], [1.897, 0.240, -5.705], [2.317, -0.294, -4.483], [1.470, -0.263, -3.345], [-2.598, 0.430, -2.825], [-2.753, -0.851, -3.371], [-4.048, -1.269, -3.741], [-5.179, -0.518, -3.502], [-5.011, 0.804, -3.019], [-3.746, 1.219, -2.621], [0.279, 2.338, 0.077], [2.692, 2.574, 2.364], [0.875, 2.664, 2.602], [3.969, 0.543, 3.179], [6.120, -0.513, 2.853], [6.374, -2.382, 1.144], [4.423, -2.702, -0.479], [2.300, -1.586, -0.139], [2.492, -1.603, 4.076], [1.608, -2.335, 6.181], [-0.275, -0.924, 7.314], [-1.535, 0.653, 5.880], [-0.803, 0.984, 3.490], [3.209, 3.859, -0.127], [1.581, 4.134, -2.414], [-0.881, 2.995, -3.066], [-1.779, 2.979, -1.459], [-1.254, 1.217, -4.825], [0.285, 1.268, -6.715], [2.528, 0.215, -6.579], [3.315, -0.662, -4.331], [1.789, -0.693, -2.409], [-1.885, -1.414, -3.660], [-4.156, -2.260, -4.229], [-6.184, -0.900, -3.731], [-5.875, 1.436, -2.858], [-3.531, 2.199, -2.245], [-1.020, -3.050, 1.093], [-2.142, -2.134, 1.446], [-3.303, -2.507, 2.061], [-4.223, -1.531, 2.351], [-4.128, -0.254, 1.921], [-2.984, 0.075, 1.384], [-2.550, 1.747, 1.089], [-1.915, -0.793, 1.105], [-0.209, -2.987, 1.833], [-0.574, -2.674, 0.164], [-1.356, -4.059, 1.007], [-3.437, -3.562, 2.487], [-5.120, -1.793, 2.893]], "forces_ev_per_a": [[-0.839, 2.701, -0.416], [-0.501, 0.028, -0.894], [0.752, 1.945, 2.718], [0.808, 0.482, 0.962], [-0.570, -0.521, 0.507], [-0.619, 1.627, 0.032], [-1.526, -0.883, -1.396], [1.767, -0.933, -0.399], [0.402, -1.059, -1.008], [-1.887, -2.432, 0.116], [-0.073, 1.577, 0.530], [-0.814, -0.412, -0.235], [1.476, -0.735, 1.230], [-1.322, 1.888, -1.475], [1.898, -0.608, -0.368], [2.376, 1.799, 0.454], [-0.985, -1.284, 0.858], [-0.959, -1.003, -0.272], [1.844, 1.466, -0.785], [-0.481, -1.251, 1.796], [-1.576, 2.289, -2.540], [-0.028, -0.027, 1.215], [0.070, 0.508, -0.723], [0.014, -1.376, 1.685], [-0.395, 0.386, 0.492], [-0.761, 0.347, 0.873], [0.251, 0.243, -1.633], [-0.065, -1.942, 0.994], [-1.387, 0.654, -0.645], [0.818, -1.576, -0.365], [-0.131, 1.244, 0.075], [0.185, -0.960, 0.410], [0.854, 0.221, -0.243], [-0.381, -1.451, -1.800], [-0.318, -0.505, 0.276], [0.647, -0.339, 0.277], [0.297, 0.213, -0.134], [0.243, -0.385, 0.288], [-0.540, 0.405, -0.150], [-0.073, 0.518, 0.897], [0.005, 0.053, 0.046], [0.467, -0.331, -0.433], [-0.121, 0.749, 0.015], [0.247, -0.352, -0.912], [0.510, -0.652, -0.097], [-0.604, 0.894, 0.319], [-0.048, 0.209, 0.096], [-0.013, -0.114, 0.986], [-0.001, 0.190, -0.322], [-0.253, -0.414, -0.964], [0.593, -0.121, 0.010], [-0.166, 0.466, -1.109], [0.233, -0.040, 0.042], [0.201, -0.294, -0.317], [0.148, 0.054, 0.164], [0.130, -0.498, 0.100], [0.093, 0.769, 0.445], [0.621, 0.212, 0.030], [0.118, 0.085, -0.111], [-0.631, 0.476, 0.285], [0.413, 1.113, 0.177], [1.233, 0.596, -0.666], [0.535, -1.944, 1.161], [-0.987, 0.737, -0.548], [0.615, -0.355, 0.279], [0.100, -0.292, 0.331], [1.329, -0.812, -0.439], [-2.830, -1.809, 1.334], [-0.309, -0.117, 0.137], [-0.092, -0.437, -0.191], [-0.040, -0.704, -0.188], [0.213, 1.667, -0.990], [-0.181, 0.151, 0.124]], "mulliken_charge": [0.028, -0.756, 0.838, 0.714, -0.485, -0.674, -0.606, -0.609, -0.420, 0.949, -0.609, -0.673, -0.398, -0.853, -0.448, 0.237, -0.859, -0.954, 0.154, -0.774, 0.954, 1.063, -0.636, -0.789, -0.612, -0.572, -0.566, 0.784, -0.805, -0.599, -0.494, -0.696, -0.395, 0.331, 0.526, 0.410, 0.404, 0.462, 0.437, 0.390, 0.128, 0.434, 0.420, 0.404, 0.435, 0.367, 0.501, 0.470, 0.632, 0.427, 0.422, 0.494, 0.445, 0.452, 0.478, 0.508, 0.392, 0.444, 0.460, 0.415, -1.304, 0.977, -0.592, -0.299, -0.505, 0.687, -0.196, 0.241, 0.260, 0.209, 0.520, 0.407, 0.467]}